# 1
{"formula": "CH3IS2", "method": "the ωB97M-V functional and the def2-TZVPD basis", "total_energy_ha": -1133.84530, "lumo_energy_ev": -0.47, "largest_force_ev_per_a": 4.77, "multiplicity": 1, "homo_energy_ev": -8.8, "de_lowest_kj_mol": 300.9, "orbital_gap_ev": 8.33, "symbols": ["C", "S", "S", "I", "H", "H", "H"], "xyz": [[-0.00861, 0.80726, -0.09457], [0.35844, -1.93057, 1.04954], [-0.61001, -0.16963, 1.27232], [-0.41851, 2.81042, -0.00594], [1.08163, 0.59685, -0.31674], [-0.28289, -0.02941, -1.70986], [-0.12005, -2.08491, -0.19477]]}

=====

# 2
{"formula": "C4H13NO2", "method": "the ωB97M-V functional and the def2-TZVPD basis", "total_energy_ha": -365.11459, "lumo_energy_ev": [-3.57, -7.22], "largest_force_ev_per_a": 3.35, "multiplicity": 2, "homo_energy_ev": [-14.9, -15.3], "charge": 1, "de_lowest_kj_mol": 85.0, "orbital_gap_ev": [11.37, 8.03], "symbols": ["C", "C", "C", "C", "N", "H", "H", "H", "H", "H", "H", "H", "H", "H", "H", "H", "O", "H", "H", "O"], "xyz": [[-1.31756, 1.29405, -1.69799], [-0.44760, 0.31795, -0.94507], [0.81039, 0.06122, -1.45395], [-2.10630, 0.00273, 0.83052], [-0.96825, -0.42174, 0.06105], [-0.78949, 1.62890, -2.66809], [-1.50027, 2.23654, -1.22452], [-2.26465, 0.86076, -2.02131], [1.31327, 0.69518, -2.17662], [1.49835, -0.64155, -0.99597], [-2.93694, 0.41293, 0.28015], [-1.92417, 0.79840, 1.61157], [-2.45938, -0.86367, 1.41550], [-0.19034, -0.97878, 0.46148], [1.40222, -2.16865, 1.61643], [1.06235, -0.89416, 2.59925], [0.87858, -1.79127, 2.32483], [3.12315, 0.47057, 0.98592], [3.45169, -0.54992, 0.01868], [3.36494, -0.46951, 0.97815]]}

=====

Repeat the second record exactly.
{"formula": "C4H13NO2", "method": "the ωB97M-V functional and the def2-TZVPD basis", "total_energy_ha": -365.11459, "lumo_energy_ev": [-3.57, -7.22], "largest_force_ev_per_a": 3.35, "multiplicity": 2, "homo_energy_ev": [-14.9, -15.3], "charge": 1, "de_lowest_kj_mol": 85.0, "orbital_gap_ev": [11.37, 8.03], "symbols": ["C", "C", "C", "C", "N", "H", "H", "H", "H", "H", "H", "H", "H", "H", "H", "H", "O", "H", "H", "O"], "xyz": [[-1.31756, 1.29405, -1.69799], [-0.44760, 0.31795, -0.94507], [0.81039, 0.06122, -1.45395], [-2.10630, 0.00273, 0.83052], [-0.96825, -0.42174, 0.06105], [-0.78949, 1.62890, -2.66809], [-1.50027, 2.23654, -1.22452], [-2.26465, 0.86076, -2.02131], [1.31327, 0.69518, -2.17662], [1.49835, -0.64155, -0.99597], [-2.93694, 0.41293, 0.28015], [-1.92417, 0.79840, 1.61157], [-2.45938, -0.86367, 1.41550], [-0.19034, -0.97878, 0.46148], [1.40222, -2.16865, 1.61643], [1.06235, -0.89416, 2.59925], [0.87858, -1.79127, 2.32483], [3.12315, 0.47057, 0.98592], [3.45169, -0.54992, 0.01868], [3.36494, -0.46951, 0.97815]]}

=====

What did the first record say?
{"formula": "CH3IS2", "method": "the ωB97M-V functional and the def2-TZVPD basis", "total_energy_ha": -1133.84530, "lumo_energy_ev": -0.47, "largest_force_ev_per_a": 4.77, "multiplicity": 1, "homo_energy_ev": -8.8, "de_lowest_kj_mol": 300.9, "orbital_gap_ev": 8.33, "symbols": ["C", "S", "S", "I", "H", "H", "H"], "xyz": [[-0.00861, 0.80726, -0.09457], [0.35844, -1.93057, 1.04954], [-0.61001, -0.16963, 1.27232], [-0.41851, 2.81042, -0.00594], [1.08163, 0.59685, -0.31674], [-0.28289, -0.02941, -1.70986], [-0.12005, -2.08491, -0.19477]]}

=====

Question: Which formula does entry 2 have?
Answer: C4H13NO2